Formula: C7H13F
Source: OMol25
Level of theory: wB97M-V/def2-TZVPD

**2S+1**: 1
**F_max**: 2.07 eV/Å
**HOMO energy**: -9.50 eV
**SMILES**: C/C=C\[C@@](C)(F)CC
**Gap between HOMO and LUMO**: 10.50 eV
**E**: -374.35139 a.u.

Atoms and positions in Å:
1 C 1.1248 1.4598 -0.8033
2 H -1.5043 0.3552 -1.5145
3 C -0.0701 -0.2628 0.8129
4 H 0.4452 -1.7066 -0.6687
5 H -2.8984 -0.7011 -1.2685
6 C 0.7387 -1.4660 0.3508
7 F 0.0646 -0.1125 2.1850
8 H 1.0792 1.2846 -2.8417
9 H 1.4775 2.5088 -0.8124
10 H -2.1170 0.4182 0.9637
11 C 0.4223 1.1036 0.2576
12 H 0.7345 -0.1873 -2.0927
13 H 0.5113 -2.3168 1.0312
14 H 2.4039 0.3256 -2.1464
15 C -1.5750 -0.4340 0.5022
16 C 1.3563 0.6664 -2.0013
17 H 1.7721 -1.1688 0.4524
18 C -1.8796 -0.5506 -1.0025
19 H -1.3695 -1.4770 -1.3525
20 H -1.9892 -1.3332 0.9422
21 H 0.1690 1.9122 0.9449

Forces on atoms 1 to 3 (eV/Å):
C -0.2 0.8 0.8
H -0.1 -0.6 -0.1
C -0.8 0.8 -1.7

=====

Formula: C7H13F2N
Source: OMol25
Level of theory: wB97M-V/def2-TZVPD

**2S+1**: 1
**F_max**: 2.78 eV/Å
**HOMO energy**: -9.17 eV
**SMILES**: CC[C@]1(F)C[C@@](C)(F)N1C
**Gap between HOMO and LUMO**: 10.10 eV
**E**: -528.99879 a.u.

Atoms and positions in Å:
1 H 2.1435 0.7753 -1.0915
2 H 0.1202 -1.5226 1.1847
3 H -2.7372 -2.0138 0.6445
4 C -1.0588 1.6329 -1.3659
5 N -0.6196 0.4258 -0.7132
6 H -3.0268 -1.1404 -0.8717
7 H 1.6131 -0.9088 -0.9970
8 H 3.8318 -0.4843 0.1790
9 F 0.6997 1.6798 0.8046
10 H -1.5579 1.3708 -2.2994
11 H 2.6043 -1.1078 1.2823
12 H -1.5738 -2.1367 -0.6970
13 H -0.1779 2.2354 -1.5831
14 C 2.8767 -0.2658 0.6491
15 H -0.2997 -0.1034 2.1959
16 H 2.9889 0.6161 1.2746
17 H -1.7346 2.2225 -0.7397
18 C -0.2362 -0.4973 1.1853
19 C 0.4971 0.4350 0.2100
20 F -2.3846 0.5737 0.9719
21 C -2.2639 -1.4809 -0.1772
22 C -1.5158 -0.2937 0.3640
23 C 1.8117 -0.0118 -0.4101

Forces on atoms 1 to 3 (eV/Å):
H -0.1 0.0 -0.1
H 0.1 -0.1 0.0
H -0.1 -0.1 0.0

=====

Look up the HOMO energy of the first one. -9.50 eV